Model one:
Here is an isolated molecule of C17H23N3O3 from the OMol25 dataset. Energies are from wB97M-V/def2-TZVPD.

Last column: natural (NBO) charge in e.
Geometry (Å):
C: 6.08 -0.23 -0.61  -0.64
C: 6.06 0.51 0.72  -0.07
O: 4.73 0.91 1.07  -0.53
C: 3.96 -0.04 1.65  0.90
O: 4.34 -1.15 1.92  -0.67
N: 2.72 0.43 1.90  -0.45
C: 2.27 1.75 1.49  -0.21
C: 0.74 1.76 1.39  -0.22
N: 0.32 0.56 0.70  -0.47
C: -1.02 0.61 0.15  -0.22
C: -1.13 -0.35 -1.05  0.09
O: -0.09 -0.09 -1.95  -0.72
C: -2.45 -0.19 -1.73  -0.14
C: -2.70 0.49 -2.88  0.00
N: -4.04 0.44 -3.17  -0.52
C: -4.68 -0.27 -2.20  0.12
C: -6.02 -0.60 -2.06  -0.24
C: -6.39 -1.34 -0.96  -0.22
C: -5.44 -1.77 -0.02  -0.23
C: -4.10 -1.45 -0.16  -0.23
C: -3.71 -0.69 -1.26  -0.03
C: 0.57 -0.65 1.47  -0.23
C: 1.72 -0.44 2.47  -0.23
H: 7.11 -0.47 -0.87  0.21
H: 5.51 -1.16 -0.52  0.22
H: 5.65 0.38 -1.39  0.21
H: 6.45 -0.13 1.52  0.20
H: 6.63 1.44 0.67  0.19
H: 2.61 2.51 2.21  0.19
H: 2.71 1.97 0.52  0.22
H: 0.44 2.63 0.81  0.22
H: 0.29 1.85 2.39  0.17
H: -1.21 1.62 -0.22  0.21
H: -1.80 0.37 0.90  0.18
H: -1.05 -1.39 -0.68  0.16
H: 0.69 0.13 -1.42  0.48
H: -2.01 1.00 -3.52  0.22
H: -4.47 0.85 -3.98  0.41
H: -6.76 -0.27 -2.78  0.21
H: -7.42 -1.61 -0.81  0.21
H: -5.76 -2.35 0.82  0.21
H: -3.38 -1.79 0.56  0.21
H: 0.84 -1.45 0.78  0.20
H: -0.33 -0.96 2.03  0.18
H: 1.34 0.01 3.40  0.19
H: 2.20 -1.39 2.71  0.26

Properties
* SMILES string: CCOC(=O)N1CCN(C[C@H](O)c2c[nH]c3ccccc23)CC1
* E_LUMO: 0.8 eV
* 2S+1: 1
* gap between HOMO and LUMO: 8.59 eV



Model two:
Here is an isolated molecule of C17H23N3O3 from the OMol25 dataset. Energies are from wB97M-V/def2-TZVPD.

Last column: natural (NBO) charge in e.
Geometry (Å):
C: -6.42 -1.07 0.40  -0.25
O: -5.47 -1.03 -0.64  -0.49
C: -4.32 -0.33 -0.44  0.29
C: -3.98 0.35 0.72  -0.31
C: -2.78 1.03 0.81  -0.16
C: -1.88 1.06 -0.25  0.10
N: -0.65 1.74 -0.17  -0.43
C: 0.31 1.63 -1.24  -0.20
C: 1.57 2.39 -0.78  -0.31
C: 2.84 1.54 -0.73  0.69
O: 3.76 1.83 -1.46  -0.63
N: 2.92 0.50 0.13  -0.44
C: 1.91 -0.06 1.00  -0.23
C: 1.59 -1.49 0.57  -0.23
N: 2.79 -2.30 0.60  -0.44
C: 2.53 -3.69 0.33  -0.41
C: 3.79 -1.74 -0.30  -0.23
C: 4.12 -0.31 0.13  -0.23
C: 1.16 3.04 0.55  -0.50
C: -0.24 2.53 0.86  0.69
O: -0.85 2.80 1.87  -0.61
C: -2.23 0.38 -1.42  -0.22
C: -3.43 -0.30 -1.51  -0.24
H: -7.25 -1.66 0.02  0.20
H: -6.00 -1.55 1.30  0.18
H: -6.78 -0.07 0.66  0.18
H: -4.64 0.36 1.58  0.22
H: -2.54 1.54 1.73  0.25
H: -0.09 2.08 -2.15  0.21
H: 0.54 0.58 -1.45  0.20
H: 1.81 3.17 -1.51  0.25
H: 1.00 0.53 1.01  0.22
H: 2.32 -0.09 2.02  0.21
H: 0.86 -1.92 1.26  0.21
H: 1.14 -1.48 -0.44  0.16
H: 1.82 -4.07 1.06  0.20
H: 2.11 -3.85 -0.68  0.16
H: 3.46 -4.25 0.42  0.20
H: 4.69 -2.35 -0.25  0.21
H: 3.43 -1.73 -1.34  0.17
H: 4.84 0.14 -0.55  0.25
H: 4.53 -0.33 1.15  0.20
H: 1.13 4.13 0.48  0.25
H: 1.84 2.79 1.37  0.24
H: -1.58 0.38 -2.28  0.22
H: -3.69 -0.82 -2.42  0.23

Properties
* SMILES string: COc1ccc(N2C[C@H](C(=O)N3CCN(C)CC3)CC2=O)cc1
* E_LUMO: 0.7 eV
* 2S+1: 1
* gap between HOMO and LUMO: 8.82 eV



Need the numbers? Relative energies in kJ/mol: model one 0.0; model two 22.5.



Model one:
Here is a cluster of 2 separate species, C2HBrF2S in total from the OMol25 dataset. Energies are from wB97M-V/def2-TZVPD.

Last column: natural (NBO) charge in e.
Geometry (Å):
C: -0.55 0.10 0.24  -0.41
C: 0.78 -0.04 -0.33  0.59
F: 1.75 0.82 -0.48  -0.27
F: 1.26 -1.27 -0.46  -0.31
S: -0.65 0.18 -1.56  0.14
Br: -1.38 -1.36 1.08  0.13
H: -1.20 1.57 1.52  0.12

Properties
* E_LUMO (spin up / spin down): -1.6 / -1.0 eV
* 2S+1: 1
* gap between HOMO and LUMO (spin up / spin down): 8.24 / 8.32 eV



Model two:
Here is an isolated molecule of C2HBrF2S from the OMol25 dataset. Energies are from wB97M-V/def2-TZVPD.

Last column: natural (NBO) charge in e.
Geometry (Å):
F: -1.10 1.33 -0.43  -0.33
C: -0.38 0.18 -0.64  0.54
F: 0.18 0.12 -1.80  -0.28
S: -1.13 -1.28 0.04  0.15
C: 0.28 -0.17 0.64  -0.40
Br: 2.11 -0.76 0.86  0.08
H: 0.04 0.58 1.33  0.24

Properties
* SMILES string: FC1(F)S[C@H]1Br
* E_LUMO: 0.1 eV
* 2S+1: 1
* gap between HOMO and LUMO: 10.22 eV



Need the numbers? Relative energies in kJ/mol: model one 380.7; model two 0.0.



Model one:
Here is a cluster of 2 separate species, C7H15NO in total from the OMol25 dataset. Energies are from wB97M-V/def2-TZVPD.

Last column: natural (NBO) charge in e.
Geometry (Å):
C: -0.57 -0.99 1.26  -0.24
C: 0.71 1.53 1.27  -0.47
C: -2.25 0.79 0.62  -0.42
C: 1.78 0.25 -1.58  -0.67
C: -0.87 -1.17 -1.31  -0.62
N: -0.87 0.36 0.78  -0.33
C: 1.27 -0.14 -0.24  0.18
C: -0.12 -0.62 -0.11  0.04
O: 2.24 -0.87 0.50  -0.75
H: 2.55 -1.67 0.04  0.45
H: 0.19 -1.06 2.03  0.23
H: -1.42 -1.65 1.38  0.19
H: -2.60 1.22 1.57  0.21
H: 0.01 2.01 1.94  0.16
H: 1.03 2.25 0.53  0.19
H: 1.52 1.08 1.83  0.20
H: -2.31 1.55 -0.15  0.21
H: -2.92 -0.04 0.36  0.19
H: 2.69 0.86 -1.48  0.22
H: 1.05 0.85 -2.13  0.21
H: 2.05 -0.61 -2.23  0.18
H: -0.95 -0.43 -2.10  0.22
H: -0.32 -2.03 -1.71  0.22
H: -1.89 -1.50 -1.06  0.21

Properties
* E_LUMO (spin up / spin down): 0.8 / 0.8 eV
* 2S+1: 1
* gap between HOMO and LUMO (spin up / spin down): 6.92 / 6.92 eV



Model two:
Here is a cluster of 3 separate species, C7H15NO in total from the OMol25 dataset. Energies are from wB97M-V/def2-TZVPD.

Last column: natural (NBO) charge in e.
Geometry (Å):
C: -0.17 -1.76 0.94  -0.74
C: 0.63 -0.59 1.46  0.62
C: 2.01 -0.93 1.96  -0.73
O: 0.10 0.47 1.72  -0.56
H: 0.46 -2.61 0.67  0.22
H: -0.89 -2.06 1.70  0.25
H: -0.74 -1.45 0.07  0.25
H: 2.57 -1.47 1.19  0.22
H: 2.55 -0.03 2.26  0.23
H: 1.93 -1.59 2.83  0.24
C: 0.07 0.30 -2.06  -0.50
C: 1.14 0.45 -1.25  -0.01
N: 1.54 1.68 -0.75  -0.82
H: -0.13 -0.66 -2.50  0.20
H: -0.38 1.14 -2.56  0.20
H: 1.86 -0.35 -1.12  0.19
H: 1.90 1.66 0.19  0.38
H: 0.82 2.39 -0.84  0.37
C: -2.02 1.30 -0.50  -0.39
C: -3.01 0.48 -0.87  -0.40
H: -1.38 1.05 0.36  0.23
H: -2.07 2.35 -0.75  0.18
H: -2.99 -0.57 -0.62  0.18
H: -3.79 0.80 -1.53  0.19

Properties
* SMILES string: CC(C)=O.C=CN.C=C
* E_LUMO: 0.8 eV
* 2S+1: 1
* gap between HOMO and LUMO: 8.73 eV



Model three:
Here is an isolated molecule of C7H15NO from the OMol25 dataset. Energies are from wB97M-V/def2-TZVPD.

Last column: natural (NBO) charge in e.
Geometry (Å):
C: -3.08 -0.16 -1.26  -0.25
O: -1.71 0.14 -1.25  -0.58
C: -0.69 -1.01 -1.61  0.09
N: 0.44 -0.55 -0.96  -0.52
C: 0.32 -0.28 0.30  0.45
C: -0.54 -1.02 1.29  -0.71
C: 1.29 0.72 0.88  -0.29
C: 1.42 1.93 -0.05  -0.60
C: 2.65 0.07 1.13  -0.59
H: -3.43 -0.43 -2.27  0.16
H: -3.33 -0.99 -0.58  0.15
H: -3.61 0.73 -0.93  0.19
H: -0.52 -1.08 -2.70  0.19
H: -1.18 -1.91 -1.19  0.15
H: -1.39 -0.41 1.56  0.24
H: -0.90 -1.97 0.90  0.22
H: 0.03 -1.21 2.20  0.23
H: 0.88 1.06 1.84  0.20
H: 0.45 2.37 -0.24  0.22
H: 1.84 1.61 -1.00  0.22
H: 2.08 2.67 0.40  0.20
H: 3.34 0.78 1.57  0.21
H: 2.56 -0.79 1.80  0.20
H: 3.06 -0.29 0.18  0.22

Properties
* SMILES string: COC/N=C(\C)C(C)C
* E_LUMO: 1.0 eV
* 2S+1: 1
* gap between HOMO and LUMO: 9.93 eV



Need the numbers? Relative energies in kJ/mol: model one 386.8; model two 58.4; model three 0.0.